Computed, not measured: a cluster of 14 separate species, C84H210N14O28 in total at a distorted geometry, with ωB97M-V/def2-TZVPD.

Each line ends with the Mulliken charge.
Geometry (Å):
O (-1.1946, 1.5143, -3.7053)  -0.093
O (5.7940, -4.2964, -1.5760)  -0.344
O (2.7593, -0.6914, -1.1853)  -0.538
O (10.1603, -7.3600, 0.5377)  -0.371
O (-1.2814, 6.7760, -0.5208)  -0.545
O (-6.3743, 3.5937, -7.2726)  -0.474
O (3.6005, -6.0947, 3.5410)  -0.427
O (-0.2719, 4.8050, -6.4316)  -0.108
O (11.6848, 2.5535, -0.7977)  -0.338
O (-3.9464, -10.2009, 2.0125)  -0.326
O (-3.1265, 2.7781, 3.3444)  0.023
O (1.1058, -0.0001, 3.4448)  -0.152
O (1.8015, 4.6636, -2.5946)  -0.603
O (-2.3238, -5.1365, 1.8275)  -0.436
O (9.2382, -0.5784, -4.5216)  -0.226
O (7.5256, 5.1803, -7.8146)  -0.425
O (-6.8871, -2.1673, -6.0839)  -0.424
O (-2.0985, -5.8543, 7.1708)  -0.382
O (-6.6543, -1.4899, 0.2932)  -0.018
O (-8.0792, 2.7517, -0.0866)  -0.455
O (-1.8716, -0.8288, 0.9320)  0.335
O (-7.0439, 0.9847, 7.7210)  -0.330
O (-9.8417, 5.5803, -5.1426)  -0.249
O (8.7405, -1.2292, -0.0316)  -0.141
O (-2.1433, -0.8674, 7.9526)  -0.346
O (6.3745, 3.8398, -1.5002)  -0.266
O (-6.1357, -4.0137, 3.9383)  0.121
O (4.6048, 3.2285, 3.3985)  -0.469
N (-8.1013, 5.2321, -2.0743)  -0.270
N (-5.6400, -1.0465, 6.1181)  -0.037
N (5.3974, 3.5990, -5.0143)  0.227
N (5.5072, -4.4852, 1.2418)  0.476
N (2.2566, 3.4658, -5.4154)  0.058
N (-4.1626, 2.7311, -5.3947)  -0.023
N (1.9864, 2.4080, 1.9461)  0.579
N (-3.8405, 5.3943, 0.8635)  0.028
N (-4.6098, -6.8796, 0.7365)  -0.332
N (11.2980, 0.9506, -3.1462)  -0.309
N (8.3264, -4.2091, 0.1081)  0.016
N (0.9492, -1.8229, 0.9136)  1.157
N (-7.7893, -0.2075, -2.9802)  -0.421
N (-2.6880, -3.6004, 9.2835)  -0.161
C (-1.5682, 1.9432, -2.3567)  -0.053
C (4.6385, -5.3380, 0.3023)  -0.927
C (-5.6584, -0.9654, 7.5798)  -0.380
C (-7.7169, 3.3640, -7.5983)  -0.639
C (-7.4868, -4.4874, 4.1572)  -1.123
C (6.7586, 5.1395, -6.5704)  -0.517
C (-1.1414, -4.9046, 2.4050)  -0.816
C (-3.3559, -5.4327, 7.8604)  -0.125
C (-4.4422, -8.8693, 2.2278)  -0.182
C (-5.9613, -2.5996, 4.1980)  -0.384
C (-4.5984, 4.0751, -5.4940)  -0.544
C (12.1088, 1.1828, -0.7679)  -0.318
C (11.3149, -7.9942, 1.1773)  -0.684
C (12.4243, 0.7444, -2.2406)  -0.835
C (0.6409, 1.8594, 2.0487)  -0.458
C (-7.6460, 3.8303, -2.1945)  -0.121
C (8.8670, 4.6771, -7.7259)  -0.688
C (-1.1444, -1.5466, 8.7131)  -0.564
C (0.0618, -1.5605, -0.2137)  -0.348
C (-8.3867, 6.0050, -3.2898)  -0.372
C (2.3425, -1.9984, 0.5962)  -1.222
C (-7.3517, 2.1927, 8.3988)  -0.731
C (-2.1358, 5.7113, -0.9254)  0.923
C (3.5122, 0.3238, -1.9266)  -0.400
C (-1.3819, -1.7492, 0.1063)  -0.846
C (0.3283, 1.1436, 3.3857)  -0.415
C (-6.0890, 4.1736, -5.9402)  -0.629
C (5.5644, 4.3033, -3.7577)  -0.765
C (8.0329, -0.3721, -5.2705)  -0.542
C (-3.2953, -5.7806, 2.5762)  -0.169
C (9.5674, -6.2369, 1.0411)  -0.027
C (-5.7709, -2.4055, 5.7662)  -0.178
C (3.1943, 3.2156, 3.8211)  -0.784
C (3.1202, -0.8114, 0.1710)  1.768
C (8.0648, -1.8213, 1.0130)  -0.343
C (2.3311, -5.7099, 4.0627)  -0.606
C (-3.7900, 3.8929, 2.7611)  -0.909
C (-7.4439, -1.0959, 1.3675)  -0.623
C (6.0999, 3.2028, -2.7886)  0.512
C (-3.6971, 5.8591, -0.4922)  -0.897
C (0.8868, 4.5889, -7.2907)  -0.701
C (1.3387, 2.9573, -4.3551)  -1.268
C (-3.6444, 4.0059, 1.3124)  0.938
C (0.7407, -0.9221, 4.4150)  -1.163
C (7.6411, 4.4062, -1.4251)  -0.910
C (-1.2670, 7.1415, 0.9020)  -0.428
C (-1.9766, -1.0624, 6.6001)  -0.249
C (4.8493, 2.6938, 2.0571)  -0.327
C (-7.1415, 3.3164, -0.8677)  -0.612
C (10.2621, 0.2344, -5.1692)  -0.633
C (-9.8140, 5.7365, -3.7796)  -0.323
C (4.5074, -4.5678, -1.0298)  0.033
C (-6.9391, -0.7870, -3.9797)  0.478
C (11.2436, 2.9821, 0.5364)  -0.647
C (-7.7362, -1.4116, -5.1467)  -0.794
C (-2.1878, -6.7174, 5.9635)  -0.592
C (4.4007, -4.9475, 3.5563)  -0.113
C (5.5720, -5.1119, 2.6067)  -0.812
C (2.0823, 3.5796, 2.8779)  -0.475
C (6.4659, 3.7209, -6.0299)  -0.698
C (9.2521, -5.2951, -0.1316)  -1.156
C (-3.9090, -8.1269, 1.0386)  -0.402
C (-0.7029, 6.1531, -6.5023)  -0.888
C (-5.8051, 0.4577, 8.1339)  -0.682
C (1.9437, 3.2918, -2.9535)  1.263
C (-4.6406, -6.0228, 1.8891)  -1.071
C (-1.3738, -3.1452, 8.6739)  -0.962
C (8.3390, -0.0231, -0.4348)  0.377
C (1.4098, 4.7479, -1.1949)  -0.046
C (-2.8680, 2.8076, -4.7627)  0.556
C (-7.2918, -0.1974, -1.5729)  0.124
C (-11.1799, 5.3304, -5.6476)  -0.900
C (-4.3922, -11.3054, 2.8232)  -0.696
C (-7.7556, 2.4930, 1.2937)  -0.914
C (-7.3240, -1.5742, -0.9327)  -0.924
C (-6.1709, -1.2160, -6.9216)  -0.540
C (-2.3524, 1.4739, -4.5661)  -0.880
C (-3.4191, 2.3860, 4.6336)  -0.763
C (8.6296, -3.2628, 1.1926)  -0.870
C (-3.1154, -4.9627, 9.3088)  -0.915
C (-3.2309, -0.6174, 1.2377)  -0.825
C (11.4622, 0.0326, -4.2562)  -0.866
C (1.6418, 3.3588, -6.7604)  -1.257
C (5.8075, -3.1030, -2.3866)  -0.872
H (4.0882, -5.2889, -1.7316)  0.323
H (-0.4555, -4.3391, 1.7743)  0.337
H (-6.6996, -2.8106, 6.1681)  0.564
H (-8.4819, 3.1968, -2.4911)  0.404
H (-4.4836, 5.3991, -1.0904)  0.015
H (-4.2878, -11.0527, 3.8784)  0.267
H (-7.4357, -5.5181, 4.5083)  0.270
H (5.2494, 2.5353, -2.6505)  -0.868
H (-2.0685, 7.8307, 1.1677)  0.218
H (-6.3371, -0.0288, -4.4805)  -0.342
H (2.2816, -5.0572, 4.9343)  0.366
H (-6.8253, 3.7240, -2.9039)  -0.158
H (-2.3303, -5.6111, 9.6976)  0.340
H (-7.9570, 3.3965, 1.8693)  0.455
H (-7.8190, 0.5128, -0.9359)  0.249
H (-6.3728, 5.2260, -5.9514)  0.529
H (-3.4951, -5.2773, 3.5221)  0.192
H (-2.8128, 1.4913, 4.7749)  -0.085
H (-7.3762, -2.0197, 1.9421)  0.141
H (-2.8000, 3.5742, -3.9908)  -0.299
H (8.3979, 4.0178, -2.1067)  0.382
H (-2.2581, 3.3442, -5.4894)  0.132
H (6.3346, -4.5361, 3.1311)  0.297
H (2.8120, -2.2320, 1.5518)  -0.218
H (0.6675, -0.5255, 5.4277)  0.447
H (0.3537, 4.4531, -8.2317)  0.451
H (-4.7835, 4.1013, 3.1580)  0.401
H (11.3258, 0.6155, -0.2648)  0.195
H (-6.7790, -2.3838, -1.4181)  0.294
H (8.2692, -3.8467, 2.0396)  0.434
H (0.9728, -0.9824, 1.4732)  -0.966
H (-6.3097, -1.5821, -3.5798)  0.314
H (7.0471, 2.6897, -2.9552)  0.550
H (-5.4556, -11.3869, 2.5984)  0.289
H (-1.7247, -2.7410, 0.4012)  -0.155
H (-1.8854, -1.7785, -0.8600)  0.476
H (1.1407, 1.8886, -4.4370)  0.568
H (-1.9804, 5.5960, -1.9981)  0.361
H (3.0102, 3.0807, -3.0311)  -0.591
H (-3.0349, -7.4019, 5.9191)  0.316
H (8.9585, 3.5982, -7.8508)  0.222
H (9.0265, -5.8901, -1.0165)  0.561
H (-1.2083, -4.3891, 3.3631)  0.170
H (-6.6212, -0.2257, -6.9902)  0.182
H (2.0455, 4.4037, -0.3791)  0.052
H (7.3855, 3.3416, -5.5845)  0.046
H (-3.2295, 0.3177, 1.7978)  0.166
H (-2.6359, -3.2052, 10.2115)  0.246
H (-0.7110, 0.8150, 3.3761)  0.257
H (10.0930, 1.3110, -5.1897)  0.275
H (9.2202, 4.9086, -6.7210)  0.327
H (6.4238, -4.3829, 0.8303)  -0.080
H (1.5028, -1.6850, 4.5741)  0.326
H (-6.6402, 3.4724, -5.3136)  0.094
H (10.4924, 0.6073, -2.6429)  0.200
H (-7.7532, 0.7918, -3.1223)  0.219
H (-8.7722, 5.2836, -1.3211)  0.293
H (0.1603, -0.5682, -0.6538)  -0.042
H (-3.9138, -0.5923, 0.3886)  0.407
H (6.2259, -2.2798, -1.8075)  0.241
H (11.6096, -8.6952, 0.3963)  0.245
H (-6.7112, -1.8871, 3.8545)  0.318
H (-5.3559, -6.3350, 2.6501)  0.171
H (10.2938, -5.6819, 1.6348)  0.355
H (-11.5927, 4.3578, -5.3799)  0.364
H (-0.4708, -5.7503, 2.5569)  0.540
H (-2.8397, -6.7082, 2.9226)  0.431
H (12.4097, 0.0898, -4.7920)  0.501
H (1.6664, -5.3308, 3.2864)  0.114
H (-8.3325, 2.5448, 8.0795)  0.258
H (8.1666, -3.6525, -0.7194)  -0.137
H (4.4579, 3.3470, -5.2862)  0.353
H (-1.5957, 4.8959, -0.4444)  -0.705
H (-1.3155, -7.3600, 5.8442)  0.398
H (-2.7841, -0.6632, 5.9863)  -0.077
H (-10.2338, 4.7611, -3.5340)  0.383
H (-8.5258, -0.9978, 1.2791)  0.430
H (-4.3101, 6.0451, 1.4768)  0.249
H (10.2856, 2.5242, 0.7827)  0.144
H (4.8497, -2.8515, -2.8422)  0.428
H (7.5640, -0.1014, -1.1973)  0.211
H (-6.6848, 4.0594, -0.2140)  0.697
H (3.0792, 2.2308, 4.2737)  0.325
H (-3.0880, 0.8522, -4.0558)  0.255
H (-7.8665, 2.6997, -8.4494)  0.313
H (-5.5214, -8.9897, 2.1336)  0.299
H (4.5100, 1.6772, 1.8585)  0.104
H (2.5901, 1.7100, 2.3566)  -0.068
H (9.2188, 0.3880, -0.9299)  -0.738
H (-0.1278, 2.6288, 1.9761)  0.497
H (1.0595, 2.4480, -6.9003)  0.422
H (12.7594, -0.2900, -2.1650)  0.344
H (-0.1920, -1.4773, 4.3157)  0.371
H (12.9999, 1.4887, -2.7908)  0.473
H (2.4088, -2.8440, -0.0883)  0.522
H (-1.3031, 6.3564, -7.3892)  0.363
H (11.1319, 4.0644, 0.4700)  0.269
H (-5.1942, -1.0948, -6.4531)  0.221
H (-1.0481, -0.5411, 6.3669)  0.305
H (13.0589, 1.0643, -0.2470)  0.400
H (-3.9434, 6.9124, -0.6268)  0.520
H (4.8376, -4.7046, 4.5249)  0.430
H (-4.9677, -5.0367, 1.5594)  0.297
H (-5.0097, -2.2766, 3.7757)  -0.275
H (-5.0046, 1.0591, 7.7031)  0.225
H (8.6851, -6.5486, 1.5999)  0.073
H (8.0218, 4.3705, -0.4044)  0.231
H (1.5153, 2.5833, -2.2445)  -0.054
H (2.3641, 4.4588, 2.2985)  0.410
H (0.3840, -2.2323, -1.0094)  0.595
H (-6.4191, -0.4714, 5.8309)  0.241
H (3.6198, -5.5093, 0.6504)  0.368
H (-8.2874, 1.6214, 1.6751)  0.447
H (3.8281, -4.0716, 3.2514)  -0.083
H (-3.9989, -5.0378, 9.9427)  0.428
H (-0.6353, -3.7074, 9.2454)  0.462
H (-0.2732, 7.5130, 1.1519)  0.313
H (-6.7220, 3.0003, 8.0255)  0.293
H (-5.9989, 0.4433, 9.2065)  0.500
H (-3.8829, -6.3854, 7.9140)  0.568
H (3.1489, 3.8817, 4.6827)  0.422
H (3.1821, 0.3863, -2.9635)  0.548
H (3.2483, 1.2930, -1.5034)  -0.040
H (-6.3785, 2.5536, -1.0230)  0.143
H (1.3413, 5.8326, -1.1122)  0.338
H (-4.0000, -8.8392, 0.2185)  0.406
H (-0.1251, -1.3108, 8.4075)  0.340
H (-7.1579, -0.1960, 1.9119)  0.106
H (1.7785, -6.5427, 4.4975)  0.332
H (-1.6294, 3.0309, -2.3203)  0.048
H (-2.2211, -6.0589, 5.0955)  0.071
H (-8.2541, 4.3052, -7.7146)  0.281
H (4.5376, 4.5924, -3.5340)  0.118
H (-4.8678, -2.9668, 6.0056)  -0.279
H (-11.2144, 5.4174, -6.7336)  0.264
H (-1.8621, 1.0333, -5.4342)  0.297
H (7.5300, 5.4467, -1.7304)  0.318
H (-6.2295, 0.0363, -1.5013)  0.021
H (-3.1153, 2.9687, 5.5033)  0.357
H (10.9504, -8.3420, 2.1439)  0.296
H (-7.3390, 2.0714, 9.4820)  0.284
H (-1.3616, 6.3588, -5.6586)  0.185
H (-1.3118, -3.6630, 7.7167)  0.486
H (10.1691, -4.8971, -0.5660)  0.385
H (8.2075, -1.3883, 2.0030)  0.390
H (4.4619, 3.3506, 1.2783)  0.075
H (-7.7160, 5.7881, -4.1211)  -0.267
H (-0.8864, 1.4702, -1.6500)  -0.506
H (-8.3620, -2.1993, -4.7272)  0.351
H (-3.9011, -4.7551, 7.2032)  -0.068
H (0.0155, 6.9421, -6.2797)  0.343
H (-7.9700, -3.9058, 4.9423)  0.467
H (-8.0910, -4.4847, 3.2500)  0.272
H (-8.4063, -0.6939, -5.6198)  0.309
H (6.0497, -6.0900, 2.5489)  0.360
H (6.3083, -3.2173, -3.3480)  0.348
H (1.2083, 3.6301, 3.5272)  0.302
H (6.1927, 5.1940, -3.7664)  0.480
H (-4.5081, 4.5544, -4.5192)  0.324
H (-2.7006, 3.5656, 0.9907)  -0.408
H (-3.9573, -6.3488, 0.1773)  0.384
H (0.4458, 3.5825, -4.3614)  0.264
H (-4.3019, 3.4419, 0.6509)  -0.310
H (4.2078, -0.8843, 0.1666)  0.452
H (1.6136, 5.3938, -7.4000)  0.451
H (5.0813, -6.3048, 0.0628)  0.497
H (-3.6365, -1.2750, 2.0065)  0.038
H (7.0205, -1.8548, 0.7025)  -0.087
H (2.5908, 4.4158, -5.3388)  0.322
H (-4.6853, -1.3527, 7.8817)  0.060
H (6.3454, 3.1062, -6.9220)  0.525
H (-3.9061, 4.6415, -6.1169)  0.402
H (-10.4020, 6.5909, -3.4445)  0.287
H (-8.3660, 7.0473, -2.9716)  0.408
H (10.4973, 0.0971, -6.2246)  0.542
H (-2.5130, 1.4248, -2.1936)  0.580
H (3.9527, -3.6487, -0.8412)  -0.146
H (-8.3188, -2.0009, -0.8047)  0.345
H (0.4812, 1.0742, 1.3097)  -0.630
H (2.8151, 0.1519, 0.5797)  -1.051
H (9.4848, 5.1694, -8.4770)  0.268
H (12.1147, -7.2758, 1.3573)  0.296
H (7.1509, 5.7940, -5.7920)  0.393
H (-4.1401, 2.2804, -6.2983)  0.282
H (11.8675, 2.5653, 1.3270)  0.356
H (7.4174, -1.2584, -5.1172)  0.153
H (-11.9349, 6.0200, -5.2702)  0.351
H (-6.4926, -1.4940, 8.0410)  0.425
H (-1.5346, 6.2024, 1.3864)  0.023
H (9.7168, -3.1874, 1.1723)  0.530
H (4.5825, 0.1239, -1.8745)  -0.032
H (7.9938, 0.6760, 0.3269)  0.340
H (-1.3603, -1.4194, 9.7739)  0.359
H (11.4898, -0.9871, -3.8722)  0.377
H (0.4597, 4.2234, -1.0930)  -0.154
H (7.5126, 0.5121, -4.9023)  0.084
H (0.4376, 1.7530, 4.2828)  0.399
H (-3.1606, 4.5250, 3.3874)  0.309
H (5.7200, 5.3745, -6.8030)  0.294
H (-4.4946, 2.2162, 4.6836)  0.465
H (-1.9790, -2.1492, 6.5175)  0.147
H (-3.8726, -12.2296, 2.5701)  0.232
H (-4.2292, -8.4059, 3.1911)  0.094
H (-6.1628, -1.7022, -7.8971)  0.306
H (2.4351, 3.1920, -7.4891)  0.406
H (-8.1753, 2.7992, -6.7865)  0.199
H (5.8875, 2.6762, 1.7255)  0.396
H (-2.8496, -7.8725, 1.0701)  0.266
H (8.1360, -0.2451, -6.3482)  0.360
H (-6.7508, 2.1586, 1.5518)  0.234

Atoms 1-6, force components in eV/Å:
-0.11 0.32 1.36
0.13 1.23 -0.74
0.60 1.01 -2.96
1.56 -1.82 -1.24
-0.30 1.96 0.27
2.03 0.42 0.05

Computed properties:
calculated total energy = -168671.420 eV
gap between HOMO and LUMO = 0.3037 hartree
charge = 0
energy above the lowest of the compared OMol25 structures with the same formula, charge and spin = 358.9 kcal per mole